# 1
# C13H16N2O5

C13H16N2O5 in the gas phase (the ωB97M-V functional and the def2-TZVPD basis, OMol25).

As for the SMILES: C[C@@H]1C[C@H]1C(=O)OCC(=O)NC(=O)NCc1ccco1. The calculation puts the total energy at -26958.471 eV. Its energy above the lowest of the compared OMol25 structures with the same formula, charge and spin is 42.0 kcal/mol. The lowest unoccupied orbital energy is 0.8 eV. As for the HOMO energy: -8.9339 eV. The calculation puts the HOMO-LUMO gap at 0.35697 Ha.

Each line ends with the natural charge from an NBO analysis.
CARTESIAN COORDINATES (ANGSTROEM)
1 C -4.511 -1.185 -1.000  -0.60
2 C -3.152 -1.036 -0.371  -0.19
3 C -2.899 -0.004 0.667  -0.39
4 C -2.312 0.177 -0.717  -0.36
5 C -0.863 -0.015 -0.871  0.83
6 O -0.202 -0.823 -0.252  -0.66
7 O -0.345 0.824 -1.771  -0.48
8 C 1.055 0.731 -2.001  -0.19
9 C 1.460 -0.652 -2.530  0.67
10 O 0.828 -1.211 -3.392  -0.58
11 N 2.636 -1.147 -2.051  -0.68
12 C 3.355 -0.797 -0.866  0.79
13 O 4.543 -0.592 -0.888  -0.61
14 N 2.569 -0.800 0.219  -0.63
15 C 2.978 -0.253 1.498  -0.27
16 C 1.917 0.675 1.987  0.26
17 C 1.102 0.632 3.079  -0.29
18 C 0.220 1.735 2.961  -0.31
19 C 0.558 2.359 1.803  0.09
20 O 1.583 1.728 1.206  -0.41
21 H -4.422 -1.594 -2.005  0.22
22 H -5.123 -1.863 -0.408  0.22
23 H -5.016 -0.224 -1.060  0.20
24 H -2.595 -1.960 -0.277  0.23
25 H -2.204 -0.230 1.462  0.23
26 H -3.701 0.662 0.947  0.22
27 H -2.731 0.932 -1.367  0.24
28 H 1.258 1.452 -2.798  0.23
29 H 1.605 1.014 -1.101  0.22
30 H 3.050 -1.884 -2.609  0.42
31 H 1.576 -1.007 0.113  0.45
32 H 3.119 -1.054 2.230  0.22
33 H 3.933 0.261 1.344  0.24
34 H 1.128 -0.090 3.868  0.23
35 H -0.557 2.015 3.642  0.23
36 H 0.163 3.226 1.310  0.21

# 2
# C33H14F4N8SeSr

A molecular structure, C33H14F4N8SeSr (the ωB97M-V functional and the def2-TZVPD basis, OMol25).

The calculation puts the total energy at -123416.386 eV. The lowest unoccupied orbital energy is -2.5 eV. As for the HOMO energy: -7.2668 eV. The calculation puts the HOMO-LUMO gap at 0.17342 Ha.

Each line ends with the natural charge from an NBO analysis.
CARTESIAN COORDINATES (ANGSTROEM)
1 Sr 2.401 0.413 -0.608  1.82
2 N -6.278 -4.807 0.851  -0.26
3 C -5.397 -4.116 0.594  0.26
4 C -4.284 -3.256 0.262  -0.14
5 C -3.494 -3.558 -0.844  -0.17
6 C -2.419 -2.746 -1.160  -0.20
7 C -2.132 -1.636 -0.369  -0.04
8 C -2.930 -1.331 0.730  -0.21
9 C -4.010 -2.138 1.045  -0.14
10 C -0.958 -0.790 -0.682  0.23
11 C -0.832 -0.045 -1.784  0.08
12 C -1.869 0.261 -2.768  -0.17
13 C -1.373 1.226 -3.557  -0.25
14 C -0.015 1.471 -3.090  0.14
15 N 0.330 0.745 -2.069  -0.61
16 C 0.757 -1.827 1.063  0.23
17 C 0.288 -3.226 1.211  -0.19
18 C 1.393 -3.974 1.194  -0.24
19 C 2.537 -3.059 0.954  0.14
20 N 2.182 -1.830 0.859  -0.52
21 H -3.726 -4.425 -1.447  0.24
22 H -1.795 -2.977 -2.015  0.23
23 H -2.730 -0.447 1.319  0.24
24 H -4.642 -1.899 1.889  0.25
25 H -2.858 -0.168 -2.783  0.25
26 H -1.870 1.754 -4.355  0.26
27 H 0.668 2.195 -3.519  0.21
28 H -0.735 -3.527 1.374  0.25
29 H 1.467 -5.042 1.324  0.25
30 H 3.578 -3.341 0.845  0.24
31 F 0.491 1.990 0.590  -0.37
32 C -0.783 2.052 1.087  0.33
33 C -1.632 2.861 0.396  0.32
34 F -1.112 3.533 -0.647  -0.31
35 C -2.998 3.025 0.744  -0.05
36 C -3.323 2.377 1.966  0.27
37 C -2.452 1.556 2.639  0.41
38 F -2.918 0.853 3.680  -0.31
39 C -1.145 1.306 2.207  -0.29
40 C -0.379 0.115 2.603  -0.14
41 C 0.081 -0.673 1.638  0.21
42 N 0.127 -0.717 0.254  -0.50
43 C -0.136 -0.252 3.974  0.26
44 N 0.053 -0.549 5.067  -0.25
45 F -4.565 2.474 2.451  -0.29
46 C -3.902 3.730 -0.065  -0.44
47 C -5.242 4.025 0.329  0.29
48 N -6.328 4.294 0.608  -0.35
49 C -3.574 4.061 -1.415  0.31
50 N -3.336 4.328 -2.512  -0.40
51 Se 5.000 -0.328 0.258  -0.62
52 C 6.518 0.560 -0.485  -0.12
53 C 6.444 1.398 -1.594  -0.30
54 C 7.593 1.997 -2.084  0.04
55 N 8.804 1.826 -1.557  -0.43
56 C 8.871 1.022 -0.494  0.04
57 C 7.781 0.378 0.070  -0.29
58 H 5.500 1.584 -2.091  0.19
59 H 7.534 2.649 -2.949  0.19
60 H 9.858 0.883 -0.066  0.19
61 H 7.913 -0.260 0.933  0.22

# 3
# C6H6

C6H6 in the gas phase in a non-equilibrium geometry (the ωB97M-V functional and the def2-TZVPD basis, OMol25).

The calculation puts the total energy at -6312.911 eV. Its energy above the lowest of the compared OMol25 structures with the same formula, charge and spin is 145.0 kcal/mol. The lowest unoccupied orbital energy is -0.7 eV. As for the HOMO energy: -9.0613 eV. The calculation puts the HOMO-LUMO gap at 0.30556 Ha.

Each line ends with the natural charge from an NBO analysis.
CARTESIAN COORDINATES (ANGSTROEM)
1 C -1.830 0.446 -0.527  -0.33
2 C 0.031 -1.238 0.074  -0.47
3 C 1.863 0.615 0.138  -0.28
4 C -1.000 -0.108 0.338  -0.15
5 C -0.186 0.714 1.252  0.11
6 C 0.853 -0.090 0.569  -0.17
7 H -2.142 -0.014 -1.468  0.21
8 H -2.333 1.420 -0.160  0.22
9 H 0.122 -2.119 0.780  0.23
10 H 0.037 -1.587 -0.921  0.22
11 H 1.934 1.588 0.580  0.21
12 H 2.653 0.372 -0.652  0.20